Entry 1:
85
Properties=species:S:1:pos:R:3:forces:R:3 method="wB97M-V/def2-TZVPD" smiles=N#CC[C@H](C#N)P(O)Cl.ClCCCl.ClCCCl.ClCCCl.ClCCCl.ClCCCl.ClCCCl.ClCCCl.ClCCCl.ClCCCl max_force_ha_per_bohr=0.1046 e_homo_ev=-9.20 e_tot_ha=-10132.0663
N 4.209153 1.724026 0.591232 2.9565 -0.0406 2.5268
C 3.346081 1.711946 -0.121781 -3.9940 0.4371 -3.5778
C 2.147448 1.800092 -1.067479 1.6065 -0.4801 1.4132
C 0.919001 1.168687 -0.302879 0.7369 -1.1917 -2.2884
C 0.623970 -0.166023 -0.983369 0.6299 3.8927 2.2377
N 0.388193 -1.147863 -1.484955 -0.5496 -2.3537 -1.3055
P -0.643365 2.224328 -0.195778 -2.0125 -0.3031 1.1386
O -1.753541 1.372690 -1.133365 1.2348 0.5300 0.1508
Cl -0.427131 4.037404 -1.202219 0.4068 -0.9421 -0.4356
H 2.050611 2.870462 -1.313774 -0.2704 -0.5452 -0.0100
H 2.412572 1.196766 -1.954880 -0.2612 0.5361 0.3155
H 1.233405 0.928051 0.728098 -0.5305 0.3141 -0.3116
H -2.329174 0.885499 -0.520736 0.0336 0.1816 -0.1215
Cl 2.042471 4.367088 3.230948 0.0471 0.1042 -0.0783
C 3.381636 3.284539 3.697970 0.1921 -0.1616 0.0022
C 3.842294 3.530064 5.114402 -0.0787 -0.0290 -0.0819
Cl 4.658068 5.105460 5.293372 0.0017 0.0354 -0.0055
H 4.189687 3.420225 2.981905 -0.0748 0.0477 0.0070
H 3.011022 2.263561 3.602500 -0.0134 0.0362 0.0488
H 4.563512 2.766115 5.405351 -0.0068 0.0154 -0.0764
H 3.012108 3.498965 5.816319 0.1703 0.2341 -0.2354
Cl 2.163044 -5.909201 -4.531759 0.0227 -0.0825 -0.0252
C 1.561691 -4.270844 -4.152436 -0.0113 0.0801 0.0067
C 0.538753 -4.281449 -3.042855 0.1051 0.1992 0.0599
Cl -0.990225 -5.051272 -3.546995 -0.0311 -0.0808 -0.0206
H 1.154221 -3.839854 -5.065712 0.2012 -0.3202 0.1781
H 2.426315 -3.679107 -3.851725 -0.0454 -0.0207 0.0505
H 0.299034 -3.258867 -2.753258 0.0408 -0.0527 -0.0822
H 0.907123 -4.807309 -2.163664 -0.0355 -0.0651 -0.0858
Cl 4.509524 -2.771938 1.979573 -0.0443 0.0012 -0.0108
C 5.344103 -3.103206 0.440599 0.0695 -0.0740 -0.0635
C 5.460924 -1.868739 -0.420819 0.2801 0.0566 0.0289
Cl 3.880476 -1.336657 -1.045555 -0.1368 -0.1725 -0.1009
H 4.804711 -3.898405 -0.071136 -0.0511 0.0845 0.0330
H 6.338489 -3.471334 0.692353 -0.0086 0.0885 -0.0159
H 6.088755 -2.079996 -1.286290 -0.0656 -0.0623 0.0170
H 5.903541 -1.037538 0.126702 -0.1416 -0.0111 0.0287
Cl 2.452768 5.368779 8.515237 -0.0054 -0.0411 -0.0771
C 1.239884 4.174819 9.037699 -0.0887 0.0358 0.0845
C 1.826595 2.789888 9.166774 -0.1152 -0.0316 0.2302
Cl 2.268456 2.102056 7.582789 -0.1252 -0.2411 0.2798
H 0.417169 4.195350 8.324792 0.0961 -0.0241 -0.0312
H 0.862829 4.506504 10.005095 0.0603 -0.0665 0.0029
H 1.093459 2.117247 9.611761 -0.0246 0.0481 -0.0630
H 2.715606 2.787121 9.794823 0.0144 0.0559 -0.1216
Cl -0.252766 -2.066708 -5.630105 -0.2164 0.3128 -0.1555
C -0.854362 -0.433055 -5.252760 -0.0598 0.1580 -0.0124
C -1.873177 -0.454624 -4.141217 0.0888 0.1572 0.2045
Cl -3.404498 -1.227478 -4.640967 0.0603 -0.0201 -0.1481
H -1.262068 -0.001363 -6.165333 -0.0266 -0.1124 0.0208
H 0.008858 0.160280 -4.951710 -0.0384 -0.0519 0.0848
H -2.118564 0.564509 -3.842757 0.0193 -0.0261 -0.0471
H -1.497263 -0.983635 -3.266425 -0.0369 -0.0311 -0.1018
Cl -0.866578 2.659035 3.068509 0.3143 -0.1141 0.6857
C -2.073146 1.458337 3.578636 -0.0877 0.0348 -0.0062
C -1.472734 0.079629 3.699238 -0.1048 0.0317 0.2693
Cl -1.004762 -0.583893 2.113128 0.0316 -0.0693 -0.1500
H -2.892865 1.481840 2.861548 0.0574 -0.0602 0.0031
H -2.460029 1.778188 4.546252 0.0532 -0.0483 -0.0032
H -2.202515 -0.604564 4.131879 -0.0180 0.0088 -0.1131
H -0.587995 0.079417 4.333635 0.0059 0.0601 -0.1073
Cl 1.118414 -3.782924 -8.594464 0.0304 -0.0110 -0.0324
C -0.086439 -5.035640 -8.196328 -0.1483 -0.0508 0.1173
C 0.542305 -6.397159 -8.022352 -0.0466 -0.0124 0.1514
Cl 1.157094 -7.055416 -9.561387 0.0295 0.0017 -0.0325
H -0.839967 -5.039643 -8.981960 0.1098 -0.0013 -0.0293
H -0.565382 -4.729242 -7.265175 0.0633 -0.0483 0.0147
H -0.202037 -7.101496 -7.651456 -0.0232 0.0656 -0.0384
H 1.367646 -6.368414 -7.313568 -0.0095 0.0504 -0.0866
Cl -5.009190 -1.491634 -0.089398 0.0081 0.0651 0.1848
C -5.101426 -2.311662 -1.667633 0.1182 -0.0434 -0.2551
C -6.514693 -2.676467 -2.050601 0.0140 0.0948 -0.0940
Cl -7.181233 -3.967420 -1.017793 -0.0284 0.0096 0.0357
H -4.458741 -3.189580 -1.626267 -0.0718 0.0136 0.0671
H -4.684038 -1.620007 -2.397479 -0.1297 -0.0609 0.0269
H -6.532866 -3.049122 -3.074599 0.0889 -0.0118 0.0459
H -7.180427 -1.817298 -1.987920 0.0386 -0.0469 0.0908
Cl -3.393309 3.857286 1.477063 -0.2917 0.1185 -0.2205
C -3.889694 5.521909 1.872881 0.0237 0.1861 0.0007
C -4.799633 5.574313 3.076608 0.0628 0.1036 0.0622
Cl -6.397260 4.859241 2.744117 0.0049 -0.0435 0.0125
H -4.365395 5.950006 0.992351 -0.0439 -0.0988 0.0440
H -2.977444 6.083502 2.075384 -0.0187 -0.0658 0.0657
H -4.970547 6.611616 3.364016 0.0151 -0.0168 -0.0792
H -4.366527 5.051180 3.927562 -0.0216 -0.0483 -0.0902

Entry 2:
72
Properties=species:S:1:pos:R:3:forces:R:3 method="wB97M-V/def2-TZVPD" max_force_ha_per_bohr=0.1148 total_charge=+4 e_homo_ev="-16.55 / -20.11" multiplicity=6 e_tot_ha=-2379.0109
P -2.312488 1.188980 -2.069479 -2.6239 2.8631 -1.9512
C -2.110473 2.956972 -1.620353 1.3404 -0.3956 1.0246
H -2.877791 3.605856 -2.073531 0.0134 -0.5713 -0.0519
H -1.109165 3.289275 -1.937237 -0.3506 -0.0462 -0.0314
H -2.148570 3.035573 -0.515434 -0.1661 0.0746 -0.4971
C -2.076723 1.143869 -3.888495 1.2342 -1.3114 0.3139
H -2.461808 0.182530 -4.268192 0.0630 0.4160 -0.0063
H -0.984626 1.156943 -4.058185 -0.4473 0.1126 -0.2813
H -2.546349 1.984531 -4.420576 -0.0579 -0.0505 0.5065
C -4.120373 0.976065 -1.833164 0.3383 -1.2005 1.1707
H -4.725511 1.383102 -2.657336 0.5262 -0.0142 -0.0314
H -4.417174 1.434524 -0.876877 0.1126 -0.1084 -0.3257
H -4.305000 -0.106034 -1.740779 -0.3884 0.3524 -0.1456
P -0.974835 -2.561153 2.501997 -0.0113 -0.3938 0.6765
C -0.798742 -1.170040 3.625503 0.1344 0.4228 0.3234
H -0.772110 -1.507456 4.673176 -0.0665 0.0392 -0.3045
H -1.630243 -0.470094 3.498869 0.0495 -0.1315 0.0936
H 0.125435 -0.631387 3.394754 -0.1170 -0.1396 0.1143
C -2.662956 -3.197342 2.811905 -0.0533 -0.0415 -0.1800
H -2.903662 -4.040325 2.148093 0.0784 0.1557 0.3288
H -3.381321 -2.385906 2.598188 0.2774 -0.2651 0.1300
H -2.801539 -3.513776 3.859352 0.1505 0.1049 -0.3665
C 0.297450 -3.758388 2.970379 0.2157 -0.3062 0.1019
H 0.035818 -4.319103 3.881071 0.0648 0.2232 -0.2371
H 1.236315 -3.207706 3.142485 -0.3293 -0.1564 -0.0220
H 0.473520 -4.468014 2.151698 -0.0662 0.0837 0.2892
P 2.822105 -0.758166 -0.812802 -2.5495 -0.9537 1.5505
C 3.915508 0.492228 -0.163993 0.1802 0.2510 0.1456
H 4.955463 0.162934 -0.259871 -0.1289 0.0055 -0.0544
H 3.701190 0.702406 0.889733 0.0102 -0.3144 -0.2648
H 3.790172 1.430670 -0.711363 0.0020 -0.1687 -0.0774
C 3.536412 -2.385885 -0.691798 0.8169 -0.3515 -0.1965
H 4.613765 -2.324655 -0.903167 -0.2127 -0.2526 -0.0851
H 3.061675 -3.085839 -1.389883 0.2213 0.1950 0.1384
H 3.399018 -2.761418 0.333735 0.0703 0.2442 -0.3269
C 2.221906 -0.325991 -2.431793 0.2775 0.1092 -0.8714
H 3.013350 -0.483869 -3.180336 -0.2125 0.0915 0.0410
H 1.935864 0.735511 -2.439589 0.1512 -0.2879 0.0592
H 1.341372 -0.921955 -2.704572 0.4240 0.1078 0.1879
Ir -0.637396 -2.237723 -0.134541 -0.0672 5.1751 2.8367
C -1.511324 -0.688670 0.549032 -1.1960 3.0138 0.8380
O -2.029740 0.291697 0.922040 1.5464 -3.2012 -1.1239
C 1.222458 -0.974547 0.233992 1.7854 -0.6971 -3.0304
O 1.153753 -0.302138 1.252176 -0.2828 1.3370 2.4545
C 0.016979 -4.210180 -0.860786 0.4308 -0.9744 0.7701
C 0.203765 -3.306062 -1.903776 1.3050 -0.0432 -1.7681
C -0.827288 -2.438477 -2.278369 0.4178 0.6493 -1.8999
C -2.083912 -2.545097 -1.667874 -0.7765 0.4855 -0.9616
C -2.291092 -3.481852 -0.656423 -1.4543 -0.9922 0.5516
C -1.238902 -4.304890 -0.235889 -0.2668 -2.1924 0.0657
H 0.856520 -4.774634 -0.462680 -0.1874 -0.0478 -0.2276
H 1.197940 -3.189345 -2.351870 -0.5844 -0.1679 0.1347
H -0.662086 -1.610543 -2.977957 -0.0081 -0.6920 0.0083
H -2.865238 -1.828913 -1.922191 0.1046 -0.3678 0.0427
H -3.252349 -3.495863 -0.147405 0.1922 -0.1450 -0.0724
H -1.357662 -4.935613 0.628610 -0.1143 -0.3316 -0.0759
C -0.437977 5.617088 0.119950 -0.4366 0.6986 -0.4165
N 0.584258 4.734851 0.657563 0.7948 0.6837 -0.8333
C 1.883572 4.913163 0.323688 -2.0659 0.8200 0.0532
C 2.833007 4.138470 0.915615 0.8083 -0.3940 0.0008
C 2.380466 3.127497 1.804067 -0.0041 -2.0299 1.3954
N 1.111225 2.894957 2.071170 -0.2419 0.3553 -0.4882
C 0.138409 3.658071 1.478212 0.1814 -0.7516 0.9871
O -1.066059 3.476125 1.610372 1.2532 0.2313 -0.3935
N 3.277945 2.235266 2.350532 -0.1441 1.5235 -0.1587
H -1.010065 5.080306 -0.645050 0.1214 0.2317 0.2146
H 0.042880 6.494184 -0.319999 -0.1092 -0.1798 0.0473
H -1.128322 5.943173 0.905362 0.2347 -0.1891 -0.0776
H 2.088712 5.719915 -0.378449 0.0910 -0.1416 0.1974
H 3.887618 4.256025 0.701284 -0.0246 0.1564 -0.0502
H 4.242945 2.548558 2.444615 -0.2536 -0.1454 0.0531
H 2.922083 1.717731 3.142846 -0.0202 -0.0686 0.0388

Entry 3:
78
Properties=species:S:1:pos:R:3:forces:R:3 method="wB97M-V/def2-TZVPD" max_force_ha_per_bohr=0.0695 total_charge=-1 e_homo_ev=-3.99 e_tot_ha=-3619.2333
C 2.257286 4.172141 -0.365292 -0.8242 -0.7663 0.2580
C 1.115878 3.118940 -0.075049 -0.4966 0.1663 0.7719
C 0.195655 3.470754 1.021387 -0.6256 -2.5569 -1.2757
C -0.881881 2.540761 1.339947 1.5547 -0.5989 -1.9082
C -0.990369 1.281153 0.593035 0.9445 1.6198 0.0749
C -0.044745 0.929460 -0.464899 0.2377 1.2492 0.9388
C -0.190401 -0.458017 -1.190620 -0.7078 1.5552 -0.5330
N -1.197360 -1.259285 -0.470803 1.2348 -1.5057 -0.8602
C -2.223880 -1.821116 -1.357288 -1.4412 0.2973 1.2636
C -3.460006 -0.793899 -1.434892 0.6150 0.0274 -1.1574
S -4.482733 -1.069512 0.069778 -0.4118 0.6412 0.0055
C -5.843574 0.095915 0.142725 0.4041 0.4722 -1.0568
N -6.243642 1.112524 -0.641339 0.4525 -2.4755 2.3326
N -7.353554 1.601157 0.015047 -1.1484 -0.4050 2.0278
C -7.570443 0.912159 1.125345 0.8998 0.6841 -2.0641
O -6.626493 -0.098537 1.266057 -0.2569 1.2897 -1.1149
C -0.599237 -2.259755 0.415674 -0.6590 -0.2192 2.0647
O -0.322286 -3.529454 -0.233515 -0.3827 0.2000 0.0735
C 0.711687 -1.781140 1.176633 2.6575 1.7069 1.6754
O 1.815636 -2.124202 0.669184 -1.1113 -0.4831 -0.7512
O 0.714869 -1.080793 2.263510 -1.8519 -1.2978 -1.8492
C 1.017608 1.872874 -0.821472 -1.3675 0.3785 1.3372
H 2.271659 4.401175 -1.460338 0.3190 -0.1824 0.9097
H 2.024142 5.110040 0.201367 0.2436 -0.7419 -0.5415
H 3.241228 3.774491 0.005226 -0.8094 0.4023 -0.6197
H 0.298230 4.411004 1.605113 0.0581 -0.7560 -0.6286
H -1.619495 2.750255 2.142887 0.7643 -0.1449 -0.6403
H -1.837896 0.619658 0.901104 1.1719 0.3784 -0.5017
H -0.623314 -0.231445 -2.214913 0.4963 -0.1817 0.9161
H 0.785155 -0.974857 -1.370277 -0.6771 0.4238 0.5231
H -2.640727 -2.743890 -0.857797 0.6971 0.6325 -0.8402
H -1.849417 -2.036677 -2.391012 -0.4356 0.0307 0.7958
H -3.000786 0.227825 -1.497288 -0.8069 -0.7424 0.2160
H -4.091796 -1.016765 -2.338158 0.6035 0.3522 0.8310
H -8.379354 1.077665 1.866415 0.9740 -0.3860 -0.6933
H -1.362321 -2.480419 1.215547 0.7510 0.3519 -0.8702
H -0.363516 -4.173275 0.495245 0.2251 0.3531 -0.5619
H 1.742245 1.630235 -1.659732 -0.9161 0.3179 1.3134
C 5.996143 -0.550780 -2.446801 0.1289 0.0876 0.1248
S 4.248081 -0.718853 -2.859951 -0.1241 -0.2782 0.0330
O 3.539704 0.463039 -2.288273 0.2104 0.0293 -0.0420
C 3.930822 -2.113798 -1.762864 0.0992 0.0405 0.0376
H 6.399671 0.300099 -2.995445 -0.0936 -0.0264 -0.0250
H 6.109326 -0.379388 -1.375003 -0.0927 -0.0079 -0.0095
H 6.527081 -1.456841 -2.741744 -0.0691 0.0019 -0.0348
H 4.174258 -1.843165 -0.734759 -0.2001 0.0549 -0.0060
H 4.531604 -2.967944 -2.081154 0.0153 0.0595 -0.1172
H 2.873960 -2.371044 -1.825618 0.0223 0.1039 0.1320
C -3.569368 -3.170536 4.457237 0.0781 -0.0955 0.1454
S -3.806763 -1.685721 3.459879 -0.0425 0.1175 0.0260
O -2.670681 -1.601641 2.514182 -0.2203 -0.0878 0.3857
C -3.485389 -0.514829 4.792658 0.0563 0.0411 0.1365
H -3.685767 -4.040699 3.811691 -0.0137 0.1016 -0.0554
H -2.567788 -3.170073 4.890038 0.0077 0.0698 -0.0774
H -4.321575 -3.202168 5.247317 -0.0185 0.0257 -0.0392
H -2.489104 -0.684723 5.203479 0.0227 -0.0034 -0.1202
H -4.240682 -0.634588 5.571780 -0.0350 -0.0328 -0.0541
H -3.541969 0.494216 4.385139 0.0521 -0.0817 -0.0813
C 1.937898 -0.581371 -6.911073 -0.0406 0.1208 -0.0008
S 3.216779 -1.822364 -7.183092 0.0006 -0.0019 0.1270
O 4.198836 -1.696298 -6.074299 -0.0536 0.0000 -0.3183
C 3.937128 -1.030501 -8.635204 0.0411 0.1240 -0.0909
H 1.378811 -0.854366 -6.016729 0.1022 -0.0593 -0.0153
H 2.395770 0.398316 -6.768032 0.0609 -0.0648 0.0332
H 1.263171 -0.560824 -7.768328 0.0273 -0.0567 0.0031
H 4.267033 -0.021719 -8.382616 -0.0230 -0.0390 0.0756
H 3.196434 -0.995207 -9.435577 -0.0063 -0.0325 0.0367
H 4.792812 -1.621623 -8.960035 -0.0588 -0.0403 0.0908
C 1.740141 1.634100 4.554503 0.0289 -0.0637 -0.1615
S 0.214102 1.804229 5.493729 0.1721 -0.1902 -0.2791
O -0.760837 2.516506 4.625284 -0.0323 0.1515 0.2666
C 0.849274 3.002822 6.685109 0.0342 0.1618 0.0557
H 1.557476 0.947606 3.722998 -0.1467 -0.0743 0.0342
H 2.045196 2.606489 4.164302 -0.1195 0.0356 0.0432
H 2.519356 1.224108 5.199314 -0.0711 -0.0306 0.0402
H 1.211518 3.889628 6.162561 -0.0293 -0.0489 -0.0579
H 1.657009 2.549194 7.261515 -0.0267 -0.0367 -0.0354
H 0.038475 3.283561 7.357338 -0.0178 -0.0616 -0.0669